1.
A structure of composition C33H39BCoN4O2P2, computed with ωB97M-V/def2-TZVPD.

Values from the calculation:
Relative energy (zero: lowest compared OMol25 entry of this formula, charge and spin)   0.00 kJ/mol
Gap between HOMO and LUMO (spin up / spin down)   5.03 / 8.16 eV
2S+1   4
E_HOMO (spin up / spin down)   -4.77 / -8.11 eV
Net charge   0

CARTESIAN COORDINATES (ANGSTROEM)
1 Co -1.0260 1.1294 -1.5200
2 C 1.3303 1.0329 -0.7602
3 C 0.7354 2.2570 -1.0027
4 C 0.9777 3.0599 -2.2634
5 C -0.1597 2.9056 -3.2958
6 C -0.6375 1.4998 -3.5607
7 C 0.1228 0.3406 -3.4953
8 C 1.5785 0.2392 -3.2311
9 C 1.9055 0.0629 -1.7147
10 C -2.5714 -0.1202 -0.4739
11 H 1.5570 0.7940 0.2814
12 H 0.3216 2.7996 -0.1379
13 H 1.9413 2.8060 -2.7335
14 H 1.0391 4.1216 -1.9682
15 H -1.0232 3.4883 -2.9190
16 H 0.1891 3.3745 -4.2423
17 H -1.6120 1.4262 -4.0742
18 H -0.3327 -0.5548 -3.9287
19 H 2.1594 1.0671 -3.6756
20 H 1.9395 -0.6855 -3.7137
21 H 1.5472 -0.9436 -1.4320
22 H 2.9989 0.0232 -1.5798
23 H -2.8824 -1.1675 -0.4953
24 H -2.5399 0.2022 -1.5510
25 H -3.3679 0.4328 0.0290
26 P -2.3260 3.2732 -5.4750
27 P 0.3076 5.6715 -3.9359
28 N -2.2131 2.2140 -6.8874
29 N -3.8513 3.9987 -6.0323
30 N 1.6553 5.5609 -5.0537
31 N 0.4708 7.3868 -3.5652
32 C -1.2181 4.5772 -6.1442
33 C -1.0371 5.7875 -5.1909
34 C -2.7273 0.9119 -6.8330
35 C -2.6455 0.3497 -8.0991
36 C -2.0772 1.3278 -8.9710
37 C -1.8391 2.4707 -8.2065
38 C -5.0158 3.9891 -5.2619
39 C -6.0082 4.6944 -5.9358
40 C -5.4342 5.1572 -7.1653
41 C -4.1234 4.7043 -7.2100
42 C 2.9301 5.1348 -4.6442
43 C 3.7254 4.9493 -5.7598
44 C 2.9167 5.2263 -6.9073
45 C 1.6705 5.6251 -6.4523
46 C 1.1718 8.3994 -4.2392
47 C 0.7608 9.6266 -3.7411
48 C -0.2340 9.3725 -2.7339
49 C -0.4015 8.0040 -2.6526
50 H -1.5990 4.9633 -7.1066
51 H -0.2562 4.0892 -6.3691
52 H -0.8947 6.7013 -5.7903
53 H -1.9423 5.9445 -4.5810
54 H -3.0808 0.5186 -5.8928
55 H -2.9767 -0.6445 -8.3615
56 H -1.8774 1.2235 -10.0268
57 H -1.4168 3.4203 -8.4912
58 H -5.0149 3.4739 -4.3180
59 H -7.0149 4.8593 -5.5916
60 H -5.9216 5.7527 -7.9229
61 H -3.3677 4.8325 -7.9707
62 H 3.1509 5.0223 -3.5937
63 H 4.7705 4.6520 -5.7471
64 H 3.2085 5.1428 -7.9456
65 H 0.7926 5.9263 -7.0057
66 H 1.8974 8.1435 -4.9933
67 H 1.1204 10.5917 -4.0554
68 H -0.7642 10.1092 -2.1504
69 H -1.0394 7.3935 -2.0345
70 O -1.1742 0.6635 1.6402
71 B -1.2621 -0.0605 0.3796
72 O -0.3970 -1.2246 0.4688
73 C 0.1489 -1.1906 1.7093
74 C 1.0864 -2.0579 2.2455
75 C 1.4811 -1.8180 3.5621
76 C 0.9873 -0.7322 4.2892
77 C 0.0891 0.1755 3.7186
78 C -0.3299 -0.0674 2.4198
79 H 1.4704 -2.8671 1.6287
80 H 2.1930 -2.5005 4.0216
81 H 1.2931 -0.5881 5.3290
82 H -0.2953 1.0373 4.2583

Atoms 1-2, force components in eV/Å:
0.76 0.15 0.16
-0.97 0.44 0.59

=====

2.
A structure of composition C33H39BFeN4O2P2, computed with ωB97M-V/def2-TZVPD.

Values from the calculation:
Relative energy (zero: lowest compared OMol25 entry of this formula, charge and spin)   81.04 kJ/mol
Gap between HOMO and LUMO (spin up / spin down)   2.59 / 6.68 eV
2S+1   5
E_HOMO (spin up / spin down)   -3.69 / -7.52 eV
Net charge   0

CARTESIAN COORDINATES (ANGSTROEM)
1 Fe -1.8302 -2.8571 -0.3746
2 C -2.0565 -4.7187 0.0224
3 C -0.6457 -4.4650 -0.0140
4 C 0.2575 -4.7920 -1.1814
5 C -0.3637 -4.2272 -2.4940
6 C -1.1323 -2.9315 -2.2759
7 C -2.5448 -2.7864 -2.2263
8 C -3.4874 -3.9119 -2.0784
9 C -2.9733 -5.0388 -1.1220
10 C -0.8759 3.0543 0.0655
11 H -2.4529 -4.9395 1.0088
12 H -0.1230 -4.4405 0.9507
13 H 0.4704 -5.8848 -1.3165
14 H 1.2422 -4.3198 -0.9780
15 H 0.4986 -4.0123 -3.1510
16 H -0.9691 -5.0133 -2.9755
17 H -0.5660 -2.0954 -2.6931
18 H -3.0096 -1.8793 -2.6007
19 H -3.7386 -4.3847 -3.0401
20 H -4.4604 -3.5370 -1.7335
21 H -3.8909 -5.4035 -0.6318
22 H -2.5157 -5.8182 -1.7460
23 H -1.4929 3.7313 -0.5366
24 H -1.4325 2.1064 0.1727
25 H 0.0724 2.9424 -0.4892
26 P 0.5560 0.7806 -1.5754
27 P 1.2093 0.2390 1.2009
28 N -0.6748 0.5910 -3.0373
29 N 1.6521 1.6246 -2.6105
30 N -0.1517 -0.8265 1.7987
31 N 2.2178 -0.0718 2.5535
32 C 1.5064 -0.7745 -1.3491
33 C 1.8833 -1.0671 0.1182
34 C -2.0081 0.9809 -2.8527
35 C -2.6896 0.8539 -4.0606
36 C -1.7710 0.3356 -5.0125
37 C -0.5383 0.1899 -4.3689
38 C 1.3417 2.9392 -3.0041
39 C 2.4388 3.4813 -3.6422
40 C 3.4606 2.4703 -3.6885
41 C 2.9517 1.3439 -3.0565
42 C -1.4708 -0.4104 1.5941
43 C -2.3063 -1.3383 2.1997
44 C -1.5108 -2.4800 2.5348
45 C -0.1872 -2.1455 2.2688
46 C 2.6586 -1.2183 3.2029
47 C 3.3303 -0.8540 4.3661
48 C 3.3463 0.5785 4.4054
49 C 2.6752 1.0331 3.2809
50 H 2.4369 -0.7588 -1.9250
51 H 0.8801 -1.5912 -1.7378
52 H 1.4787 -2.0448 0.4051
53 H 2.9704 -1.0262 0.2678
54 H -2.3438 1.3418 -1.8945
55 H -3.7281 1.1286 -4.2282
56 H -1.9864 0.1064 -6.0533
57 H 0.4082 -0.1389 -4.7516
58 H 0.3648 3.3430 -2.7795
59 H 2.4910 4.4805 -4.0455
60 H 4.4418 2.5381 -4.1435
61 H 3.4012 0.3700 -2.9027
62 H -1.6685 0.5552 1.1813
63 H -3.3374 -1.1836 2.4730
64 H -1.8925 -3.3966 2.9554
65 H 0.7097 -2.7108 2.5027
66 H 2.5359 -2.2048 2.7911
67 H 3.7273 -1.5097 5.1308
68 H 3.7652 1.2292 5.1560
69 H 2.4803 2.0042 2.8754
70 O 0.8097 4.0626 1.7462
71 B -0.4891 3.6782 1.4234
72 O -1.3669 3.9684 2.4893
73 C -0.6006 4.5807 3.4377
74 C -1.0363 5.3638 4.4760
75 C -0.1157 6.2295 5.0605
76 C 1.2185 6.2852 4.6363
77 C 1.6743 5.4541 3.5922
78 C 0.7421 4.6318 2.9983
79 H -2.0663 5.2940 4.8042
80 H -0.4332 6.8757 5.8740
81 H 1.9246 6.9553 5.1015
82 H 2.7048 5.4562 3.2566

Atoms 1-2, force components in eV/Å:
0.62 3.30 2.30
1.79 -0.77 0.82

=====

3.
An isolated molecule of C33H39Br2F3N2O6, computed with ωB97M-V/def2-TZVPD.

Values from the calculation:
Gap between HOMO and LUMO   7.88 eV
Structure (SMILES)   CCOCCCCCc1c(OC[C@@H](C)O)c(N(C)C(C)=O)c(N)c2c1C(=O)c1c(cc(CCC(F)(F)F)cc1/C(Br)=C(/C)Br)C2=O
E_HOMO   -8.56 eV
Net charge   0

CARTESIAN COORDINATES (ANGSTROEM)
1 C 4.2142 4.6748 1.1532
2 C 3.0513 5.5596 0.5362
3 O 1.7442 5.0204 0.8205
4 C 1.1987 4.4490 -0.3787
5 C -0.1799 3.7824 -0.0251
6 C -0.1142 2.8311 1.2603
7 C 1.1236 1.8941 1.0886
8 C 1.2293 0.6812 2.1020
9 C 1.0152 -0.7301 1.4655
10 C 2.1800 -1.5320 1.0895
11 O 3.5057 -1.1888 1.2254
12 C 3.9238 0.0212 0.5946
13 C 4.1127 0.0136 -0.9738
14 C 5.5503 -0.4994 -1.4518
15 O 3.0347 -0.5720 -1.7146
16 C 1.8949 -2.8916 0.5504
17 N 2.8996 -3.8699 0.1910
18 C 3.8476 -3.4199 -0.8474
19 C 3.5571 -4.4675 1.3449
20 C 3.5834 -6.0375 1.4552
21 O 4.0588 -3.8300 2.2362
22 C 0.5022 -3.3556 0.3712
23 N 0.2343 -4.6769 -0.1635
24 C -0.6555 -2.5485 0.7301
25 C -0.3834 -1.2059 1.3165
26 C -1.6394 -0.4083 1.7476
27 O -1.7452 0.2887 2.7296
28 C -2.9163 -0.5926 0.8523
29 C -3.1580 -1.9203 0.2305
30 C -4.3101 -2.1984 -0.5918
31 C -5.3120 -1.1570 -0.8417
32 C -6.5756 -1.4861 -1.7026
33 C -6.1994 -2.1006 -3.1173
34 C -6.7991 -1.2129 -4.2474
35 F -6.0526 -1.4425 -5.3998
36 F -8.1004 -1.5657 -4.4895
37 F -6.6695 0.1355 -4.0089
38 C -5.1148 0.1493 -0.2469
39 C -3.9322 0.4235 0.5983
40 C -3.8659 1.8342 1.2050
41 Br -4.2232 2.2249 3.0983
42 C -3.5854 2.9165 0.4155
43 C -3.5760 4.3631 1.0484
44 Br -3.2492 2.6010 -1.4876
45 C -2.1054 -3.0266 0.5454
46 O -2.4535 -4.1781 0.6689
47 H 5.0165 5.2964 1.6341
48 H 4.7061 4.0173 0.3907
49 H 3.7569 4.0069 1.9304
50 H 3.0848 6.5636 1.0363
51 H 3.2358 5.7234 -0.5553
52 H 1.8980 3.6514 -0.7774
53 H 1.0188 5.2011 -1.1941
54 H -0.9280 4.6054 0.0879
55 H -0.4690 3.0933 -0.8695
56 H -0.0612 3.4561 2.1888
57 H -1.1009 2.2876 1.2532
58 H 2.0323 2.5396 1.2745
59 H 1.2118 1.5405 0.0285
60 H 2.2920 0.6828 2.4853
61 H 0.6049 0.8548 3.0218
62 H 4.9541 0.2381 1.0055
63 H 3.3318 0.9393 0.8370
64 H 4.1208 1.1092 -1.2668
65 H 6.3263 -0.3374 -0.6621
66 H 5.8470 0.1537 -2.3203
67 H 5.5206 -1.5430 -1.8488
68 H 2.7013 0.0936 -2.3403
69 H 3.3740 -3.0180 -1.7702
70 H 4.5956 -2.7431 -0.3665
71 H 4.4301 -4.3374 -1.1705
72 H 4.1673 -6.2918 2.3705
73 H 4.1014 -6.4501 0.5451
74 H 2.5535 -6.4751 1.5438
75 H 0.9429 -4.9369 -0.8480
76 H 0.1833 -5.3559 0.5997
77 H -4.5101 -3.2031 -1.0357
78 H -7.1235 -2.2910 -1.1302
79 H -7.2832 -0.6210 -1.7512
80 H -5.0847 -2.1102 -3.2307
81 H -6.5512 -3.1611 -3.1363
82 H -5.8452 0.9809 -0.4077
83 H -2.7703 4.4174 1.8265
84 H -3.2374 5.0411 0.2132
85 H -4.5887 4.6320 1.4261

Atoms 1-2, force components in eV/Å:
-0.39 -0.20 -0.10
0.92 0.53 1.02

=====

4.
A structure of composition C33H39InN5, computed with ωB97M-V/def2-TZVPD.

Values from the calculation:
Relative energy (zero: lowest compared OMol25 entry of this formula, charge and spin)   0.00 kJ/mol
Gap between HOMO and LUMO (spin up / spin down)   3.83 / 3.83 eV
E_HOMO (spin up / spin down)   -1.47 / -1.47 eV
Net charge   -1

CARTESIAN COORDINATES (ANGSTROEM)
1 In -1.0290 -0.1727 0.7224
2 N -3.2614 0.1576 1.0114
3 N -2.0811 1.7333 -1.4408
4 C 1.0453 -2.3012 -1.2223
5 C -0.1076 -2.2611 -2.0605
6 C -1.1740 -2.8840 -1.3723
7 C -2.5521 -3.0706 -1.8871
8 H -2.6160 -2.7583 -2.9366
9 H -3.2864 -2.4847 -1.3109
10 H -2.8333 -4.1333 -1.8336
11 C -0.6977 -3.3103 -0.1038
12 C -1.4734 -4.0611 0.9057
13 H -1.4678 -5.1379 0.6692
14 H -2.5222 -3.7334 0.9307
15 H -1.0488 -3.9450 1.9095
16 C 0.6736 -2.9571 -0.0075
17 C 1.5392 -3.2785 1.1474
18 H 1.0162 -3.0840 2.0914
19 H 2.4628 -2.6910 1.1395
20 H 1.8173 -4.3442 1.1467
21 C -0.2505 -1.7069 -3.4227
22 H -0.8746 -2.3779 -4.0307
23 H 0.7144 -1.5934 -3.9221
24 H -0.7650 -0.7360 -3.4015
25 C 2.3788 -1.7377 -1.5135
26 H 2.5681 -0.8167 -0.9353
27 H 2.4709 -1.4905 -2.5803
28 H 3.1618 -2.4673 -1.2557
29 C -4.0869 -0.3449 1.9654
30 H -3.8304 -1.3407 2.3693
31 C -5.2324 0.3521 2.3864
32 H -5.7966 -0.0284 3.2374
33 C -5.6162 1.5038 1.6766
34 H -6.4692 2.0927 2.0327
35 C -4.9316 1.8190 0.5179
36 H -5.2429 2.6386 -0.1339
37 C -3.8030 1.0397 0.0997
38 C -3.3142 1.1424 -1.2304
39 H -3.8261 0.6424 -2.0524
40 C -0.9128 1.4293 -0.7332
41 C -1.8753 2.8522 -2.2532
42 H -2.7026 3.3213 -2.7461
43 C -0.5936 3.1988 -2.1327
44 H -0.0490 4.0117 -2.5916
45 N 0.0296 2.2579 -1.3032
46 C 1.4515 2.1241 -1.3374
47 C 2.0357 1.8008 -2.5711
48 C 3.4268 1.7053 -2.6409
49 H 3.9011 1.4685 -3.5954
50 C 4.2175 2.0124 -1.5293
51 C 5.7160 1.9479 -1.6446
52 H 6.1011 1.0409 -1.1504
53 H 6.1852 2.8262 -1.1744
54 H 5.9970 1.9195 -2.7053
55 C 3.6133 2.3261 -0.3149
56 H 4.2202 2.5830 0.5600
57 C 2.2240 2.4298 -0.2053
58 C 1.5827 2.9516 1.0436
59 H 1.1764 3.9623 0.8949
60 H 2.3488 3.0205 1.8242
61 H 0.7764 2.3139 1.4262
62 C 1.2551 1.5496 -3.8123
63 H 0.6151 2.4050 -4.0563
64 H 0.6384 0.6405 -3.7674
65 H 1.9717 1.4183 -4.6363
66 N -1.6028 -0.9003 3.9940
67 C -0.3612 -0.3260 3.9803
68 C 0.2830 -0.0871 5.2180
69 C 1.6376 0.2188 5.1877
70 C 2.2867 0.3208 3.9518
71 C 1.5663 0.1315 2.7714
72 N 0.2333 -0.1044 2.7934
73 H -2.1863 -0.7603 3.1780
74 H -2.0986 -0.8436 4.8754
75 H -0.3183 -0.1667 6.1200
76 H 2.1773 0.3881 6.1169
77 H 3.3384 0.5636 3.8728
78 H 2.0362 0.1753 1.7876

Atoms 1-2, force components in eV/Å:
0.87 -3.70 -0.77
-3.09 -0.26 -0.49

=====

5.
A structure of composition C33H40As2FN5O4Pt, computed with ωB97M-V/def2-TZVPD.

Values from the calculation:
Relative energy (zero: lowest compared OMol25 entry of this formula, charge and spin)   0.00 kJ/mol
Gap between HOMO and LUMO   6.53 eV
E_HOMO   -11.37 eV
Net charge   +2

CARTESIAN COORDINATES (ANGSTROEM)
1 Pt 1.1138 0.0831 -2.4298
2 C 3.6251 1.9262 -4.1199
3 As 1.9504 1.0072 -4.3930
4 C 2.1467 0.0114 -6.0387
5 C 0.7430 2.4374 -4.9039
6 C 1.2587 3.4524 -5.7072
7 C 0.4697 4.5292 -6.0756
8 C -0.8468 4.5951 -5.6430
9 C -1.3644 3.5825 -4.8523
10 C -0.5821 2.4956 -4.4752
11 As -1.3337 1.0556 -3.3997
12 C -2.9412 0.6569 -4.4830
13 C -2.2262 2.0532 -1.9625
14 H 4.0630 2.1997 -5.0781
15 H 4.3060 1.2707 -3.5814
16 H 3.4197 2.8106 -3.5213
17 H 2.3979 0.7243 -6.8224
18 H 1.2071 -0.4810 -6.2801
19 H 2.9389 -0.7305 -5.9512
20 H 2.2880 3.4200 -6.0452
21 H 0.8824 5.3158 -6.6926
22 H -1.4696 5.4337 -5.9242
23 H -2.3997 3.6417 -4.5362
24 H -3.6912 1.4445 -4.4122
25 H -3.3815 -0.2762 -4.1312
26 H -2.6537 0.5437 -5.5279
27 H -2.2939 3.1147 -2.1947
28 H -1.6706 1.9288 -1.0332
29 H -3.2298 1.6490 -1.8357
30 F -0.0542 -3.5557 3.2594
31 C 0.0458 -2.2151 3.1709
32 C 0.2811 -1.6661 1.9433
33 C 0.4438 -0.2840 1.8124
34 C 0.7381 0.2965 0.5047
35 O 0.7429 -0.4863 -0.4859
36 C 1.0231 1.6788 0.4725
37 C 0.8930 2.3939 1.6389
38 N 0.5182 1.8895 2.8193
39 C 0.4009 2.7720 3.9652
40 C -0.9525 2.9641 4.5885
41 C -0.3269 4.0680 3.7910
42 C 0.3416 0.5180 2.9551
43 C 0.0767 -0.0627 4.1989
44 C -0.0633 -1.4338 4.3381
45 N -0.3160 -1.9775 5.6157
46 C -0.7802 -3.3517 5.7865
47 C -1.1954 -3.5438 7.2520
48 N -1.6076 -2.2115 7.8067
49 C -0.4154 -1.2900 7.9345
50 C 0.5054 -1.5550 6.7402
51 C 1.4943 2.4985 -0.7081
52 O 1.9540 3.5996 -0.4834
53 O 1.3036 2.0522 -1.9127
54 H 0.3688 -2.3043 1.0756
55 H 1.1080 3.4539 1.6156
56 H 1.2726 2.7590 4.6080
57 H -0.9962 3.0676 5.6638
58 H -1.7835 2.4396 4.1366
59 H 0.0673 4.9294 4.3086
60 H -0.7537 4.2742 2.8196
61 H -0.0378 0.5718 5.0651
62 H -0.0223 -4.1043 5.5543
63 H -1.6338 -3.5240 5.1331
64 H -0.3777 -3.8918 7.8802
65 H -2.0286 -4.2353 7.3509
66 H -2.0803 -2.3158 8.7048
67 H -2.2717 -1.7842 7.1583
68 H 0.0626 -1.5005 8.8892
69 H -0.8081 -0.2751 7.9429
70 H 1.2439 -2.3258 6.9901
71 H 1.0633 -0.6538 6.5048
72 N -2.6302 -3.8907 -3.5770
73 C -1.6058 -4.5671 -2.9944
74 O -1.7287 -5.6464 -2.4603
75 C -0.2657 -3.8822 -3.0020
76 C 0.8834 -4.6626 -2.9610
77 C 2.1151 -4.0348 -2.9415
78 C 2.1663 -2.6533 -2.9161
79 N 1.0580 -1.8991 -2.9135
80 C -0.1356 -2.5061 -2.9733
81 H -3.5096 -4.3777 -3.6484
82 H -2.4529 -3.1551 -4.2380
83 H 0.7874 -5.7402 -2.9472
84 H 3.0364 -4.5988 -2.9335
85 H 3.1034 -2.1170 -2.8849
86 H -0.9911 -1.8428 -2.9631

Atoms 1-2, force components in eV/Å:
0.99 0.44 0.24
0.03 -0.12 -0.04

=====

The following molecular weight values (in Da) correspond, in order, to the records above: 655.39, 652.31, 776.49, 620.53, 934.63.